Run w
{"formula": "C5H7NS", "method": "wB97M-V/def2-TZVPD", "elements": ["C", "C", "C", "C", "C", "N", "S", "H", "H", "H", "H", "H", "H", "H"], "positions_angstrom": [[0.208, 1.183, -0.443], [-2.016, 0.320, 0.100], [0.817, 0.827, 0.871], [1.002, -0.106, -0.373], [0.222, -1.439, -0.309], [-1.143, 0.962, -0.396], [-3.342, -0.391, 0.417], [0.506, 2.177, -0.970], [1.716, 1.411, 1.252], [0.098, 0.557, 1.619], [1.884, -0.179, -0.968], [0.253, -1.965, -1.310], [-0.843, -1.312, 0.059], [0.638, -2.044, 0.452]], "e_homo_ev": -8.8, "lumo_energy_ev": 0.898}

***

Run x
{"formula": "C5H7NS", "method": "wB97M-V/def2-TZVPD", "elements": ["C", "C", "C", "C", "C", "H", "H", "H", "H", "H", "H", "H", "N", "S"], "positions_angstrom": [[-0.008, 0.764, -2.367], [-0.271, 0.960, -1.028], [-0.738, -0.085, -0.185], [-0.009, -0.768, 0.965], [1.234, -0.491, 1.739], [-0.307, -0.157, -2.963], [0.912, 1.356, -2.999], [0.256, 1.908, -0.581], [-1.544, -0.685, -0.789], [-1.820, -0.392, 1.565], [-0.647, -1.776, 0.971], [1.374, 0.503, 2.123], [-0.968, 0.261, 1.233], [2.537, -1.399, 2.314]], "e_homo_ev": -8.8, "lumo_energy_ev": -0.649}

***

Run y
{"formula": "C5H7NS", "method": "wB97M-V/def2-TZVPD", "elements": ["C", "C", "C", "C", "C", "H", "H", "H", "H", "H", "H", "H", "N", "S"], "positions_angstrom": [[1.981, 1.269, 0.257], [1.166, 0.306, -0.416], [-0.705, -1.692, 0.205], [-0.836, -0.266, 0.336], [-0.315, 0.487, -0.775], [1.893, 2.422, 0.050], [2.823, 0.699, 0.651], [-1.090, -2.183, 1.255], [-1.352, -2.123, -0.724], [-0.631, 0.261, 1.291], [-2.014, 1.616, 0.247], [-0.370, 0.010, -1.693], [-1.729, 0.714, -0.352], [1.178, -1.521, -0.332]], "e_homo_ev": -8.6, "lumo_energy_ev": 0.587}

***

Stability summary: most stable run w, least stable run y.

***

Run w
{"formula": "C5H7NS", "method": "wB97M-V/def2-TZVPD", "elements": ["C", "C", "C", "C", "C", "N", "S", "H", "H", "H", "H", "H", "H", "H"], "positions_angstrom": [[-1.560, -1.958, -0.197], [0.344, 1.165, 0.787], [0.606, 0.348, -0.271], [-0.490, 2.295, 0.732], [1.696, -0.573, -0.196], [-1.688, -0.956, -0.710], [-1.925, 2.513, 0.035], [-1.730, -2.908, 0.367], [-2.428, 1.338, -0.235], [0.984, 1.200, 1.656], [-0.039, 0.261, -1.081], [2.545, -0.228, 0.338], [2.181, -0.811, -1.302], [1.503, -1.687, 0.077]], "e_homo_ev": [-7.4, -7.4], "lumo_energy_ev": [0.034, 0.033]}

***

Run x
{"formula": "C5H7NS", "method": "wB97M-V/def2-TZVPD", "elements": ["C", "C", "C", "C", "C", "H", "H", "H", "H", "H", "H", "H", "N", "S"], "positions_angstrom": [[-0.189, 0.616, 0.506], [-0.774, 0.505, -0.920], [-0.822, -0.794, 0.633], [0.007, -1.538, -0.404], [0.046, -0.694, -1.433], [1.524, 2.003, 1.397], [-0.707, 1.332, 1.114], [-0.999, 1.354, -1.576], [-2.344, -0.890, -0.814], [-1.074, -1.167, 1.654], [0.463, -2.517, -0.267], [0.499, -0.770, -2.423], [-1.922, -0.160, -0.221], [1.655, 0.825, 0.761]], "e_homo_ev": -8.9, "lumo_energy_ev": 0.901}

***

Run y
{"formula": "C5H7NS", "method": "wB97M-V/def2-TZVPD", "elements": ["C", "C", "C", "C", "C", "H", "H", "H", "H", "H", "H", "H", "N", "S"], "positions_angstrom": [[0.163, 1.269, -0.423], [1.118, 0.149, -0.282], [0.581, -1.055, 0.455], [-0.887, -0.651, 0.718], [-0.996, 0.699, 0.320], [0.344, 2.072, 0.370], [0.019, 1.620, -1.378], [2.295, 0.113, -0.479], [0.161, -1.382, -1.595], [1.177, -1.550, 1.100], [-1.185, -1.065, 1.663], [-1.578, 1.401, 0.954], [0.939, -1.128, -0.848], [-2.150, -0.492, -0.576]], "e_homo_ev": -8.6, "lumo_energy_ev": 0.882}

***

Stability summary: most stable run x, least stable run w.

***

Run w
{"formula": "CH2N2O3", "method": "wB97M-V/def2-TZVPD", "elements": ["C", "N", "N", "O", "O", "O", "H", "H"], "positions_angstrom": [[0.945, -0.023, 0.069], [-0.856, 1.592, -0.519], [-0.038, -0.923, 0.072], [-1.635, 1.121, 0.155], [-0.940, -0.699, 0.927], [-0.116, -1.799, -0.781], [1.087, 0.651, 0.893], [1.553, 0.079, -0.815]], "e_homo_ev": [-9.6, -9.2], "lumo_energy_ev": [-1.211, -1.618]}

***

Run x
{"formula": "CH2N2O3", "method": "wB97M-V/def2-TZVPD", "elements": ["C", "N", "N", "O", "O", "O", "H", "H"], "positions_angstrom": [[0.109, 1.610, -0.017], [-0.473, 0.579, 0.714], [0.034, -2.110, 0.011], [1.161, -2.306, 0.210], [-0.932, -2.622, -0.503], [-0.961, 0.946, -0.477], [-0.086, 2.577, 0.324], [1.149, 1.327, -0.262]], "e_homo_ev": [-9.7, -9.8], "lumo_energy_ev": [-0.865, 0.056]}

***

Stability summary: most stable run w, least stable run x.

***

Run w
{"formula": "C4H10NS", "method": "wB97M-V/def2-TZVPD", "elements": ["C", "N", "C", "C", "S", "C", "H", "H", "H", "H", "H", "H", "H", "H", "H", "H"], "positions_angstrom": [[0.417, 1.794, 0.774], [0.920, 0.714, -0.014], [0.368, -0.645, -0.152], [-0.726, -0.872, 0.920], [-1.542, -2.493, 0.890], [-0.111, -0.884, -1.587], [0.519, 1.658, 1.866], [-0.662, 1.997, 0.619], [0.895, 2.752, 0.507], [1.321, 0.926, -0.914], [1.084, -1.460, 0.052], [-1.432, 0.007, 0.908], [-0.163, -0.874, 1.849], [0.669, -0.695, -2.301], [-0.650, -1.806, -1.738], [-0.909, -0.116, -1.680]], "e_homo_ev": -2.2, "total_charge": -1, "lumo_energy_ev": 3.758}

***

Run x
{"formula": "C4H10NS", "method": "wB97M-V/def2-TZVPD", "elements": ["C", "C", "C", "S", "H", "H", "H", "H", "H", "H", "H", "C", "N", "H", "H", "H"], "positions_angstrom": [[-1.470, -0.272, 2.224], [-1.293, -0.087, 0.688], [-0.244, -1.127, 0.162], [1.435, -0.790, 0.834], [-2.112, -1.120, 2.549], [-1.892, 0.678, 2.575], [-0.531, -0.486, 2.766], [-2.225, -0.106, 0.056], [-0.813, 0.874, 0.484], [-0.169, -1.029, -0.969], [-0.629, -2.116, 0.302], [1.861, 1.395, -2.102], [2.256, 0.991, -3.261], [1.228, 2.309, -1.963], [2.099, 0.890, -1.182], [2.499, -0.004, -3.165]], "e_homo_ev": -2.5, "total_charge": -1, "lumo_energy_ev": 4.111}

***

Stability summary: most stable run w, least stable run x.

***

Run w
{"formula": "C6H10O2", "method": "wB97M-V/def2-TZVPD", "elements": ["O", "C", "O", "C", "C", "C", "C", "C", "H", "H", "H", "H", "H", "H", "H", "H", "H", "H"], "positions_angstrom": [[-0.891, 2.024, 1.717], [0.139, 1.481, 1.990], [0.738, 1.762, 3.195], [0.935, 0.457, 1.236], [0.676, 0.471, -0.293], [0.210, -0.900, -0.800], [-1.417, -1.802, -2.470], [-0.991, -0.791, -1.737], [0.172, 2.458, 3.580], [1.962, 0.646, 1.557], [0.681, -0.488, 1.726], [-0.026, 1.285, -0.436], [1.644, 0.723, -0.697], [1.008, -1.456, -1.288], [-0.079, -1.552, 0.014], [-2.266, -1.686, -3.105], [-0.954, -2.770, -2.538], [-1.540, 0.139, -1.650]], "e_homo_ev": -9.7, "lumo_energy_ev": 0.851}

***

Run x
{"formula": "C6H10O2", "method": "wB97M-V/def2-TZVPD", "elements": ["C", "C", "C", "C", "C", "C", "H", "H", "H", "H", "H", "H", "H", "H", "H", "H", "O", "O"], "positions_angstrom": [[-1.083, -0.657, 1.137], [0.134, -0.302, 1.682], [0.620, 0.423, 0.451], [1.635, 1.055, -0.587], [-0.513, 0.352, -1.527], [-0.759, -0.879, -0.370], [-1.308, -1.736, 1.560], [-1.863, 0.134, 1.199], [0.653, -1.401, 1.604], [0.119, 0.200, 2.950], [-0.311, 1.122, 0.268], [1.882, 2.079, -0.674], [2.531, 0.391, -0.527], [-1.338, 1.196, -1.675], [-0.584, -0.176, -2.638], [-1.281, -1.562, -0.950], [0.874, 0.787, -1.703], [0.591, -1.026, -0.201]], "e_homo_ev": -9.1, "lumo_energy_ev": 0.996}

***

Stability summary: most stable run w, least stable run x.